19
Properties=species:S:1:pos:R:3:forces:R:3 method="wB97M-V/def2-TZVPD" homo_lumo_gap_ha=0.2171 total_charge=-1 energy_ha=-6485.25094
I -2.518 -1.733 0.620 -0.2447 -0.0770 0.1105
Br 0.323 0.694 2.946 -0.1642 -0.0417 -0.1951
Br 1.667 0.362 -1.397 0.0101 -0.0804 -0.2420
P -2.056 1.217 0.758 -0.7190 0.1132 0.3845
O -0.861 -2.098 -3.789 0.0719 -0.1355 0.1435
O -2.857 1.373 -0.586 0.1944 -0.5489 -0.7527
O -0.687 0.586 0.271 0.2334 0.2489 0.5414
O -2.804 0.063 1.558 0.5460 -0.5097 -0.4154
O -0.523 -3.130 -1.914 -0.0577 -0.0795 0.1801
O 1.141 -2.718 -3.243 -0.2950 -0.0525 0.1178
O -1.974 2.481 1.462 0.0793 0.6597 0.8705
N -0.082 -2.653 -2.987 0.1435 0.3122 -0.1813
C 1.624 0.555 0.469 -0.0538 -0.0555 -0.3062
C 0.442 0.655 1.056 0.2117 -0.2400 -0.4830
C 2.937 0.555 1.163 -0.3180 0.5033 0.0886
H 2.960 1.423 1.807 0.1447 0.1612 0.4662
H 3.730 0.679 0.451 0.3731 -0.1989 -0.3023
H 3.070 -0.338 1.753 0.1652 -0.3250 0.1894
H -3.532 2.027 -0.400 -0.3208 0.3459 -0.2146